Entry from OMol25: 10 unconnected molecules or ions with the total composition C9H36F2N19O13S2 in a non-equilibrium geometry (ωB97M-V/def2-TZVPD).

Bonds (Å) are listed after each position.
Atoms and positions in Å:
1 N 0.402 0.077 -0.319  S2 1.550, S6 1.654
2 S -0.753 -0.797 -0.870  N1 1.550, O3 1.432, O4 1.427, F5 1.617, S6 2.439
3 O -2.049 -0.327 -0.481  S2 1.432
4 O -0.512 -2.192 -1.048  S2 1.427
5 F -0.598 -0.252 -2.384  S2 1.617
6 S 0.110 -0.093 1.300  N1 1.654, S2 2.439, O7 1.434, O8 1.426, F9 1.603
7 O -0.289 -1.368 1.821  S6 1.434
8 O -0.390 1.131 1.834  S6 1.426
9 F 1.643 -0.026 1.763  S6 1.603
10 C -1.712 -3.676 5.676  O11 1.212, N12 1.383, N13 1.363
11 O -1.891 -4.679 5.021  C10 1.212
12 N -1.946 -3.569 7.035  C10 1.383, H14 1.004, H15 0.998
13 N -1.416 -2.462 5.131  C10 1.363, H16 1.002, H17 1.005
14 H -1.439 -2.785 7.402  N12 1.004
15 H -2.514 -4.165 7.599  N12 0.998
16 H -1.371 -1.616 5.666  N13 1.002
17 H -1.224 -2.367 4.149  N13 1.005
18 C 2.338 -3.683 -3.770  O19 1.224, N20 1.370, N21 1.348
19 O 1.665 -3.972 -4.751  C18 1.224
20 N 3.597 -3.177 -3.958  C18 1.370, H22 1.002, H23 1.002
21 N 1.934 -3.899 -2.502  C18 1.348, H24 1.005, H25 0.999
22 H 4.285 -3.161 -3.228  N20 1.002
23 H 3.719 -2.727 -4.844  N20 1.002
24 H 0.974 -4.197 -2.478  N21 1.005
25 H 2.494 -3.589 -1.735  N21 0.999
26 C 3.802 0.052 -1.462  O27 1.224, N28 1.365, N29 1.356
27 O 4.774 -0.056 -2.198  C26 1.224
28 N 3.247 1.234 -1.067  C26 1.365, H30 1.003, H31 0.998
29 N 3.066 -0.994 -1.011  C26 1.356, H32 1.002, H33 1.009
30 H 3.707 2.070 -1.376  N28 1.003
31 H 2.355 1.221 -0.620  N28 0.998
32 H 3.441 -1.871 -1.321  N29 1.002
33 H 2.095 -0.903 -0.753  N29 1.009
34 C -2.968 4.140 -0.539  O35 1.213, N36 1.372, N37 1.367
35 O -2.644 4.361 -1.687  C34 1.213
36 N -3.897 4.895 0.132  C34 1.372, H38 1.003, H39 1.001
37 N -2.379 3.208 0.268  C34 1.367, H40 1.005, H41 1.000
38 H -4.356 5.597 -0.417  N36 1.003
39 H -4.216 4.593 1.031  N36 1.001
40 H -1.753 2.632 -0.267  N37 1.005
41 H -2.708 2.917 1.167  N37 1.000
42 C -5.235 -1.439 1.170  O43 1.222, N44 1.370, N45 1.358
43 O -4.597 -1.697 2.181  C42 1.222
44 N -6.572 -1.152 1.262  C42 1.370, H46 1.002, H47 1.002
45 N -4.754 -1.659 -0.080  C42 1.358, H48 1.007, H49 1.009
46 H -6.960 -1.329 2.169  N44 1.002
47 H -7.135 -1.124 0.433  N44 1.002
48 H -3.794 -1.957 -0.023  N45 1.007
49 H -5.040 -0.905 -0.687  N45 1.009
50 C 2.257 -3.999 1.684  O51 1.223, N52 1.381, N53 1.349
51 O 2.776 -5.106 1.704  C50 1.223
52 N 2.971 -2.905 2.130  C50 1.381, H54 1.001, H55 1.006
53 N 1.023 -3.708 1.221  C50 1.349, H56 1.018, H57 1.004
54 H 3.623 -2.971 2.887  N52 1.001
55 H 2.707 -1.967 1.879  N52 1.006
56 H 0.699 -2.749 1.323  N53 1.018
57 H 0.472 -4.518 1.004  N53 1.004
58 C 1.555 0.248 -5.658  O59 1.221, N60 1.365, N61 1.351
59 O 0.438 0.285 -6.149  C58 1.221
60 N 1.754 -0.157 -4.370  C58 1.365, H62 1.004, H63 1.008
61 N 2.696 0.474 -6.347  C58 1.351, H64 1.005, H65 1.000
62 H 1.051 -0.433 -3.709  N60 1.004
63 H 2.720 -0.236 -4.093  N60 1.008
64 H 2.488 0.917 -7.225  N61 1.005
65 H 3.634 0.260 -6.077  N61 1.000
66 C 0.352 3.771 -1.381  O67 1.213, N68 1.380, N69 1.382
67 O 0.479 4.977 -1.360  C66 1.213
68 N 0.155 2.930 -2.457  C66 1.380, H70 1.003, H71 0.999
69 N 0.726 2.996 -0.300  C66 1.382, H72 1.009, H73 1.007
70 H -0.162 3.372 -3.300  N68 1.003
71 H 0.313 1.957 -2.296  N68 0.999
72 H 0.388 2.047 -0.243  N69 1.009
73 H 1.020 3.544 0.492  N69 1.007
74 C 0.324 5.091 2.790  O75 1.220, N76 1.365, N77 1.353
75 O 0.627 6.272 2.846  C74 1.220
76 N 1.208 4.069 2.978  C74 1.365, H78 1.000, H79 1.006
77 N -0.958 4.696 2.607  C74 1.353, H80 1.001, H81 1.002
78 H 2.161 4.248 3.225  N76 1.000
79 H 0.838 3.136 2.915  N76 1.006
80 H -1.227 3.772 2.334  N77 1.001
81 H -1.646 5.425 2.612  N77 1.002

Total charge: -1
Strongest force on any atom, eV/Å: 5.49
E_HOMO, eV: -7.59

Entry from OMol25: 10 unconnected molecules or ions with the total composition C9H36F2NO13S2 in a non-equilibrium geometry (ωB97M-V/def2-TZVPD).

Bonds (Å) are listed after each position.
Atoms and positions in Å:
1 N 0.856 0.620 0.325  S2 1.511, S6 1.701
2 S 0.330 -0.334 1.372  N1 1.511, O3 1.439, O4 1.520, F5 1.635, S6 2.399
3 O 0.110 -1.715 1.034  S2 1.439
4 O -0.506 0.301 2.472  S2 1.520
5 F 1.746 -0.523 2.167  S2 1.635
6 S -0.507 0.558 -0.692  N1 1.701, S2 2.399, O7 1.481, O8 1.450, F9 1.591
7 O -1.699 1.195 -0.086  S6 1.481
8 O -0.693 -0.675 -1.432  S6 1.450
9 F -0.089 1.674 -1.746  S6 1.591
10 C 1.454 3.914 -0.455  O11 1.399, H12 1.090, H13 1.090, H14 1.090
11 O 0.648 3.277 0.494  C10 1.399, H15 0.960
12 H 1.654 4.970 -0.274  C10 1.090
13 H 2.466 3.520 -0.359  C10 1.090
14 H 1.024 3.811 -1.452  C10 1.090
15 H 0.724 2.321 0.444  O11 0.960
16 C -1.569 -3.560 -2.017  O17 1.387, H18 1.090, H19 1.090, H20 1.090
17 O -2.790 -4.208 -2.143  C16 1.387, H21 0.960
18 H -0.745 -4.201 -2.329  C16 1.090
19 H -1.556 -2.744 -2.740  C16 1.090
20 H -1.299 -3.244 -1.009  C16 1.090
21 H -3.486 -3.560 -2.012  O17 0.960
22 C -2.081 4.758 -1.397  O23 1.425, H24 1.090, H25 1.090, H26 1.090
23 O -0.997 5.276 -0.633  C22 1.425, H27 0.960
24 H -2.931 5.441 -1.417  C22 1.090
25 H -1.761 4.649 -2.433  C22 1.090
26 H -2.436 3.793 -1.035  C22 1.090
27 H -0.533 4.540 -0.228  O23 0.960
28 C 0.277 -4.897 0.943  O29 1.462, H30 1.090, H31 1.090, H32 1.090
29 O 1.305 -3.972 0.468  C28 1.462, H33 0.960
30 H -0.334 -4.560 1.780  C28 1.090
31 H -0.295 -5.396 0.160  C28 1.090
32 H 0.947 -5.661 1.338  C28 1.090
33 H 0.923 -3.092 0.431  O29 0.960
34 C -0.616 0.082 -4.717  O35 1.418, H36 1.090, H37 1.090, H38 1.090
35 O -0.953 0.411 -6.054  C34 1.418, H39 0.960
36 H -1.388 0.597 -4.144  C34 1.090
37 H -0.600 -0.987 -4.505  C34 1.090
38 H 0.288 0.593 -4.385  C34 1.090
39 H -1.901 0.284 -6.139  O35 0.960
40 C -2.718 -3.276 2.250  O41 1.393, H42 1.090, H43 1.090, H44 1.090
41 O -2.486 -3.333 3.622  C40 1.393, H45 0.960
42 H -2.940 -4.205 1.726  C40 1.090
43 H -3.513 -2.582 1.976  C40 1.090
44 H -1.937 -2.688 1.769  C40 1.090
45 H -1.951 -4.106 3.816  O41 0.960
46 C 3.113 -1.439 -1.393  O47 1.393, H48 1.090, H49 1.090, H50 1.090
47 O 2.583 -0.180 -1.670  C46 1.393, H51 0.960
48 H 2.369 -2.189 -1.124  C46 1.090
49 H 3.537 -1.795 -2.332  C46 1.090
50 H 3.938 -1.425 -0.682  C46 1.090
51 H 2.168 0.182 -0.884  O47 0.960
52 C 4.166 1.479 1.017  O53 1.352, H54 1.090, H55 1.090, H56 1.090
53 O 3.081 1.772 1.768  C52 1.352, H57 0.960
54 H 3.977 0.559 0.464  C52 1.090
55 H 4.243 2.345 0.359  C52 1.090
56 H 5.071 1.501 1.624  C52 1.090
57 H 2.379 1.518 1.165  O53 0.960
58 C -1.303 2.553 5.185  O59 1.452, H60 1.090, H61 1.090, H62 1.090
59 O -1.992 2.206 3.956  C58 1.452, H63 0.960
60 H -1.860 3.341 5.692  C58 1.090
61 H -1.197 1.696 5.850  C58 1.090
62 H -0.370 3.024 4.874  C58 1.090
63 H -1.345 1.793 3.379  O59 0.960

Total charge: -1
Strongest force on any atom, eV/Å: 10.79
E_HOMO, eV: -7.35

Entry from OMol25: 9 unconnected molecules or ions with the total composition C9H36N18O9 in a non-equilibrium geometry (ωB97M-V/def2-TZVPD).

Bonds (Å) are listed after each position.
Atoms and positions in Å:
1 N 0.741 5.144 -3.120  C2 1.283, H5 1.010, H6 1.010
2 C 0.600 6.092 -2.267  N1 1.283, N3 1.273, O4 1.197
3 N 1.519 6.959 -2.422  C2 1.273, H7 1.010, H8 1.010
4 O -0.447 6.297 -1.724  C2 1.197
5 H -0.064 4.603 -3.400  N1 1.010
6 H 1.602 4.908 -3.593  N1 1.010
7 H 1.678 7.730 -1.789  N3 1.010
8 H 2.265 6.624 -3.014  N3 1.010
9 N -3.885 3.239 -0.435  C10 1.278, H13 1.010, H14 1.010
10 C -4.511 2.989 -1.521  N9 1.278, N11 1.273, O12 1.229
11 N -4.127 3.824 -2.401  C10 1.273, H15 1.010, H16 1.010
12 O -5.357 2.106 -1.643  C10 1.229
13 H -4.452 2.970 0.357  N9 1.010
14 H -3.187 3.959 -0.320  N9 1.010
15 H -3.455 4.517 -2.106  N11 1.010
16 H -4.560 3.710 -3.307  N11 1.010
17 N 6.488 5.122 0.352  C18 1.271, H21 1.010, H22 1.010
18 C 5.911 4.811 1.441  N17 1.271, N19 1.249, O20 1.223
19 N 6.615 5.329 2.334  C18 1.249, H23 1.010, H24 1.010
20 O 4.888 4.152 1.566  C18 1.223
21 H 7.363 5.616 0.456  N17 1.010
22 H 6.056 4.914 -0.537  N17 1.010
23 H 7.450 5.786 1.996  N19 1.010
24 H 6.240 5.283 3.271  N19 1.010
25 N 0.604 -3.679 6.766  C26 1.344, H29 1.010, H30 1.010
26 C 1.897 -3.828 6.427  N25 1.344, N27 1.279, O28 1.198
27 N 2.007 -3.456 5.208  C26 1.279, H31 1.010, H32 1.010
28 O 2.799 -4.069 7.178  C26 1.198
29 H 0.276 -3.805 7.713  N25 1.010
30 H 0.027 -3.788 5.944  N25 1.010
31 H 1.197 -3.426 4.606  N27 1.010
32 H 2.885 -3.192 4.785  N27 1.010
33 N -2.245 -1.262 -5.119  C34 1.275, H37 1.010, H38 1.010
34 C -2.350 -0.037 -5.460  N33 1.275, N35 1.294, O36 1.184
35 N -3.614 0.098 -5.703  C34 1.294, H39 1.010, H40 1.010
36 O -1.510 0.725 -5.121  C34 1.184
37 H -1.374 -1.645 -4.780  N33 1.010
38 H -3.118 -1.767 -5.163  N33 1.010
39 H -4.189 -0.709 -5.894  N35 1.010
40 H -4.052 1.008 -5.735  N35 1.010
41 N 6.843 -0.311 1.888  C42 1.242, H45 1.010, H46 1.010
42 C 5.755 -0.894 1.745  N41 1.242, N43 1.326, O44 1.197
43 N 4.736 -0.113 2.078  C42 1.326, H47 1.010, H48 1.010
44 O 5.684 -2.044 1.421  C42 1.197
45 H 6.738 0.585 2.341  N41 1.010
46 H 7.686 -0.724 1.517  N41 1.010
47 H 4.886 0.883 2.149  N43 1.010
48 H 3.846 -0.512 1.817  N43 1.010
49 N -0.944 -0.430 -0.744  C50 1.281, H53 1.010, H54 1.010
50 C 0.132 -0.089 -0.138  N49 1.281, N51 1.335, O52 1.223
51 N 0.523 1.135 -0.501  C50 1.335, H55 1.010, H56 1.010
52 O 0.620 -0.844 0.690  C50 1.223
53 H -1.464 0.213 -1.323  N49 1.010
54 H -1.194 -1.407 -0.699  N49 1.010
55 H 0.116 1.674 -1.251  N51 1.010
56 H 1.310 1.500 0.017  N51 1.010
57 N -6.341 -4.536 0.923  C58 1.316, H61 1.010, H62 1.010
58 C -6.598 -3.399 0.312  N57 1.316, N59 1.335, O60 1.207
59 N -6.072 -3.356 -0.915  C58 1.335, H63 1.010, H64 1.010
60 O -7.555 -2.691 0.516  C58 1.207
61 H -7.041 -4.734 1.624  N57 1.010
62 H -5.516 -5.067 0.684  N57 1.010
63 H -5.318 -4.017 -1.038  N59 1.010
64 H -5.992 -2.475 -1.402  N59 1.010
65 N -1.955 -7.340 0.522  C66 1.343, H69 1.010, H70 1.010
66 C -1.317 -6.189 0.254  N65 1.343, N67 1.255, O68 1.213
67 N -0.243 -5.997 0.875  C66 1.255, H71 1.010, H72 1.010
68 O -1.939 -5.398 -0.424  C66 1.213
69 H -1.460 -8.033 1.064  N65 1.010
70 H -2.790 -7.475 -0.031  N65 1.010
71 H 0.141 -6.700 1.490  N67 1.010
72 H 0.110 -5.065 0.715  N67 1.010

Strongest force on any atom, eV/Å: 8.19
SMILES: NC(N)=O.NC(N)=O.NC(N)=O.NC(N)=O.NC(N)=O.NC(N)=O.NC(N)=O.NC(N)=O.NC(N)=O
E_HOMO, eV: -9.36

Entry from OMol25: 10 unconnected molecules or ions with the total composition C9H38O10 (ωB97M-V/def2-TZVPD).

Bonds (Å) are listed after each position.
Atoms and positions in Å:
1 C 29.531 20.211 3.073  C2 1.523, H5 1.093, H6 1.093, H7 1.091
2 C 28.805 21.050 4.117  C1 1.523, C3 1.523, O4 1.414, H8 1.094
3 C 28.140 20.164 5.162  C2 1.523, H9 1.095, H10 1.091, H11 1.095
4 O 29.672 21.995 4.714  C2 1.414, H12 0.962
5 H 28.813 19.549 2.581  C1 1.093
6 H 30.308 19.588 3.524  C1 1.093
7 H 29.999 20.827 2.304  C1 1.091
8 H 28.016 21.606 3.603  C2 1.094
9 H 27.325 20.667 5.692  C3 1.095
10 H 28.859 19.793 5.894  C3 1.091
11 H 27.603 19.325 4.708  C3 1.095
12 H 30.052 21.593 5.500  O4 0.962
13 C 18.902 26.457 7.064  C14 1.522, H17 1.090, H18 1.093, H19 1.090
14 C 20.241 25.752 7.220  C13 1.522, C15 1.514, O16 1.430, H20 1.102
15 C 20.206 24.736 8.342  C14 1.514, H21 1.095, H22 1.093, H23 1.097
16 O 20.543 25.146 5.961  C14 1.430, H24 0.971
17 H 18.155 25.715 6.782  C13 1.090
18 H 18.944 27.203 6.267  C13 1.093
19 H 18.604 26.970 7.979  C13 1.090
20 H 21.022 26.489 7.473  C14 1.102
21 H 21.107 24.114 8.346  C15 1.095
22 H 19.329 24.085 8.333  C15 1.093
23 H 20.182 25.242 9.315  C15 1.097
24 H 21.307 24.561 6.090  O16 0.971
25 C 23.575 24.392 3.850  C26 1.510, H29 1.090, H30 1.100, H31 1.089
26 C 23.772 23.413 4.983  C25 1.510, C27 1.515, O28 1.444, H32 1.094
27 C 25.234 23.211 5.325  C26 1.515, H33 1.086, H34 1.093, H35 1.097
28 O 23.046 23.844 6.155  C26 1.444, H36 0.970
29 H 24.052 24.026 2.940  C25 1.090
30 H 24.033 25.355 4.119  C25 1.100
31 H 22.524 24.619 3.679  C25 1.089
32 H 23.316 22.465 4.684  C26 1.094
33 H 25.357 22.701 6.276  C27 1.086
34 H 25.756 24.171 5.349  C27 1.093
35 H 25.744 22.653 4.530  C27 1.097
36 H 23.520 24.584 6.565  O28 0.970
37 O 20.342 22.888 3.735  H38 0.962, H39 0.962
38 H 20.080 22.316 4.462  O37 0.962
39 H 20.906 22.345 3.176  O37 0.962
40 O 24.724 19.914 4.020  H41 0.962, H42 0.962
41 H 24.879 20.844 4.212  O40 0.962
42 H 23.961 19.668 4.553  O40 0.962
43 O 27.041 21.599 8.718  H44 0.962, H45 0.962
44 H 26.176 21.903 8.428  O43 0.962
45 H 26.879 21.205 9.581  O43 0.962
46 O 23.136 27.963 4.939  H47 0.962, H48 0.962
47 H 23.789 28.274 4.305  O46 0.962
48 H 22.617 28.738 5.175  O46 0.962
49 O 20.826 24.864 1.394  H50 0.962, H51 0.961
50 H 19.914 25.011 1.662  O49 0.962
51 H 21.261 25.709 1.538  O49 0.961
52 O 22.215 21.457 7.453  H53 0.971, H54 0.961
53 H 22.408 22.275 6.967  O52 0.971
54 H 21.257 21.383 7.459  O52 0.961
55 O 24.192 26.278 7.047  H56 0.961, H57 0.972
56 H 24.836 26.977 7.186  O55 0.961
57 H 23.580 26.655 6.392  O55 0.972

Strongest force on any atom, eV/Å: 0.84
SMILES: CC(C)O.CC(C)O.CC(C)O.O.O.O.O.O.O.O
E_HOMO, eV: -9.77

Computed values of orbital gap (unit: eV) for the preceding records, in sequence: 9.5, 9.8, 9.4, 9.8.
Computed values of energy relative to the best compared isomer or geometry (same formula, charge and spin) (unit: eV) for the preceding records, in sequence: 2.4285, 2.0676, 10.0078, 1.1985.